This record from the Open Molecules 2025 dataset describes C4H6CoO2 as an isolated structure. The level of theory is ωB97M-V with the def2-TZVPD basis set.

Atoms and positions in Å:
H 0.04 1.71 0.01
O 1.45 1.49 -1.70
C 0.73 1.07 -0.67
C 1.24 0.26 0.31
C 0.61 -0.12 1.64
C -0.89 -0.12 1.65
O -1.52 -0.81 0.69
Co -0.41 -1.14 -0.74
H 1.54 0.81 -2.38
H 2.25 -0.12 0.12
H 0.99 0.56 2.42
H 1.00 -1.12 1.92
H -1.42 -0.01 2.61

HOMO (spin up / spin down) in eV: -11.15 / -14.82
Spin multiplicity: 5
Total charge: +1
Frontier orbital gap (spin up / spin down) in eV: 4.81 / 8.14
LUMO energy (spin up / spin down) in eV: -6.3 / -6.7
Electronic energy in eV: -45954.5344



This record from the Open Molecules 2025 dataset describes C8H7Br6NO2 as an isolated structure. The level of theory is ωB97M-V with the def2-TZVPD basis set.

Atoms and positions in Å:
C -29.14 -16.05 -0.26
Br -30.02 -17.90 -0.72
Br -27.09 -16.06 -0.49
Br -29.56 -15.43 1.56
H -29.51 -15.36 -1.02
C -22.90 -20.08 0.28
Br -21.07 -19.84 1.00
Br -23.77 -21.65 1.03
Br -22.86 -20.26 -1.73
H -23.40 -19.18 0.63
C -25.46 -14.54 6.43
C -24.91 -13.26 6.53
C -24.14 -12.78 5.52
C -23.86 -13.58 4.41
C -24.54 -14.81 4.24
C -25.27 -15.35 5.35
N -23.10 -12.98 3.35
O -22.83 -13.65 2.40
O -22.61 -11.81 3.51
H -26.07 -14.97 7.21
H -25.11 -12.67 7.42
H -23.63 -11.84 5.62
H -24.38 -15.32 3.29
H -25.70 -16.34 5.37

HOMO in eV: -10.23
Total charge: 0
Frontier orbital gap in eV: 9.17
LUMO energy in eV: -1.1
Electronic energy in eV: -434244.8137



This record from the Open Molecules 2025 dataset describes one molecule with the formula CHN3O2. The level of theory is ωB97M-V with the def2-TZVPD basis set.

Atoms and positions in Å:
O -1.36 -1.01 -0.02
C -0.32 -0.17 0.07
N 0.02 0.76 -0.86
N 1.02 1.37 -0.39
O 1.32 0.88 0.78
N 0.47 -0.13 1.11
H -1.16 -1.70 -0.68

SMILES: Oc1nnon1
HOMO in eV: -11.77
Total charge: 0
Frontier orbital gap in eV: 12.05
LUMO energy in eV: 0.3
Electronic energy in eV: -9615.3173



This record from the Open Molecules 2025 dataset describes C19H16N3O5PtS as an isolated structure. The level of theory is ωB97M-V with the def2-TZVPD basis set.

Atoms and positions in Å:
Pt -0.89 0.11 -0.30
C -0.81 2.39 3.26
C -0.64 2.00 1.84
O -0.58 0.79 1.56
C -0.48 3.06 0.83
C -0.22 2.95 -0.49
C -0.04 4.12 -1.38
N -0.12 1.65 -1.11
N 0.10 1.67 -2.36
C -0.05 0.38 -2.90
O -0.39 -0.58 -2.15
C 0.20 0.21 -4.31
C 0.40 1.32 -5.14
C 0.54 1.14 -6.50
C 0.50 -0.15 -7.03
C 0.33 -1.26 -6.20
C 0.17 -1.09 -4.84
H -0.71 1.52 3.91
H -1.82 2.79 3.35
H -0.11 3.18 3.55
H -0.55 4.06 1.22
H -0.15 5.04 -0.80
H -0.77 4.11 -2.18
H 0.95 4.11 -1.85
H 0.43 2.32 -4.71
H 0.68 1.99 -7.15
H 0.61 -0.29 -8.09
H 0.31 -2.25 -6.63
H 0.03 -1.93 -4.19
O -4.03 -2.34 4.11
S -4.56 -2.08 2.81
O -5.80 -2.64 2.39
N -3.39 -2.40 1.67
C -3.03 -1.33 1.07
O -2.07 -1.37 0.17
C -3.75 -0.06 1.45
C -3.71 1.22 0.92
C -4.48 2.22 1.51
C -5.29 1.94 2.61
C -5.37 0.64 3.11
C -4.60 -0.32 2.51
H -3.14 1.45 0.02
H -4.47 3.22 1.10
H -5.88 2.73 3.05
H -6.03 0.40 3.93

HOMO in eV: -11.99
Total charge: +1
Frontier orbital gap in eV: 5.25
LUMO energy in eV: -6.7
Electronic energy in eV: -48742.9936



This record from the Open Molecules 2025 dataset describes one molecule with the formula C8H16N2O4. The level of theory is ωB97M-V with the def2-TZVPD basis set.

Atoms and positions in Å:
C -0.09 1.23 3.03
C -1.27 1.01 2.03
C -1.56 2.13 1.01
C -0.66 -0.25 1.22
N 0.16 0.01 0.02
C 1.01 -1.02 -0.51
O 1.15 -2.10 0.04
C 1.91 -0.68 -1.73
N 2.83 -1.69 -2.10
C 1.01 -0.32 -3.00
O 0.10 0.89 -2.96
C -1.87 -1.13 0.82
O -2.89 -1.18 1.54
O -1.80 -1.70 -0.43
H -0.18 2.19 3.52
H -0.19 0.55 3.85
H 0.85 1.18 2.61
H -2.25 0.72 2.37
H -0.74 2.54 0.41
H -2.04 2.94 1.60
H -2.28 1.53 0.49
H -0.13 -1.00 1.81
H 0.11 0.92 -0.40
H 2.71 0.17 -1.41
H 3.28 -1.98 -1.25
H 2.36 -2.54 -2.42
H 0.45 -1.26 -3.12
H 1.72 -0.25 -3.85
H 0.90 1.39 -2.72
H -2.61 -2.32 -0.48

SMILES: CC(C)[C@H](NC(=O)[C@@H](N)CO)C(=O)O
HOMO in eV: -9.54
Total charge: 0
Frontier orbital gap in eV: 10.11
LUMO energy in eV: 0.6
Electronic energy in eV: -19724.3199